Entry 1:
ORCA calculation (the ωB97M-V functional and the def2-TZVPD basis) on C35H32CrGeN3 as an isolated structure.

CARTESIAN COORDINATES (ANGSTROEM)
1 Cr -0.29 1.51 0.88
2 C -1.02 -2.61 -0.21
3 C -0.60 -1.45 0.46
4 N -0.79 -0.24 -0.05
5 C -1.37 -0.13 -1.26
6 C -1.79 -1.23 -2.02
7 C -1.61 -2.50 -1.44
8 C -2.37 -1.00 -3.31
9 C -2.54 0.25 -3.79
10 C -2.17 1.40 -3.00
11 C -2.37 2.73 -3.41
12 C -2.03 3.75 -2.57
13 C -1.47 3.46 -1.32
14 N -1.26 2.22 -0.91
15 C -1.60 1.21 -1.74
16 H -0.86 -3.57 0.26
17 H -0.10 -1.49 1.41
18 H -1.94 -3.38 -1.98
19 H -2.67 -1.86 -3.90
20 H -2.97 0.42 -4.76
21 H -2.80 2.93 -4.39
22 H -2.17 4.79 -2.85
23 H -1.20 4.25 -0.63
24 C 1.61 1.30 0.70
25 Ge 2.78 -0.04 0.36
26 C 2.72 -1.51 1.60
27 C 2.65 -1.24 2.96
28 C 2.74 -2.26 3.90
29 C 2.89 -3.57 3.48
30 C 2.96 -3.86 2.12
31 C 2.89 -2.84 1.19
32 C 4.59 0.42 -0.14
33 C 4.95 0.73 -1.45
34 C 6.25 1.08 -1.77
35 C 7.21 1.13 -0.77
36 C 6.87 0.82 0.54
37 C 5.57 0.45 0.85
38 C 1.69 2.68 0.22
39 C 2.31 3.14 -0.97
40 C 2.25 4.46 -1.32
41 C 1.56 5.39 -0.53
42 C 0.93 4.97 0.62
43 C 0.99 3.62 0.99
44 H 2.53 -0.21 3.30
45 H 2.70 -2.03 4.95
46 H 2.96 -4.37 4.21
47 H 3.09 -4.89 1.79
48 H 2.96 -3.08 0.14
49 H 4.21 0.69 -2.25
50 H 6.52 1.32 -2.79
51 H 8.23 1.42 -1.01
52 H 7.63 0.85 1.31
53 H 5.33 0.18 1.87
54 H 2.86 2.44 -1.58
55 H 2.76 4.80 -2.22
56 H 1.53 6.44 -0.82
57 H 0.42 5.68 1.26
58 H 0.61 3.33 1.97
59 C -2.47 -0.25 3.40
60 C -1.38 0.80 3.62
61 C -0.29 0.26 4.54
62 C -1.98 2.08 4.19
63 N -0.79 1.13 2.33
64 H -3.06 -0.36 4.30
65 H -2.04 -1.23 3.16
66 H -3.13 0.04 2.58
67 H -0.69 0.13 5.55
68 H 0.55 0.96 4.60
69 H 0.09 -0.70 4.19
70 H -2.48 1.86 5.14
71 H -2.71 2.51 3.50
72 H -1.20 2.82 4.39

Output
HOMO-LUMO gap (spin up / spin down) = 6.3 / 6.4 eV
2S+1 = 1
HOMO energy (spin up / spin down) = -9.83 / -9.99 eV
DFT total energy = -4638.30900 hartree
total charge = +1



Entry 2:
ORCA calculation (the ωB97M-V functional and the def2-TZVPD basis) on C3H3O3S2 as an isolated structure at a distorted geometry.

CARTESIAN COORDINATES (ANGSTROEM)
1 C 2.30 -1.05 -0.24
2 C -0.66 -0.53 -0.05
3 C -0.87 2.21 1.01
4 O 2.93 -1.68 -0.98
5 O 2.20 -0.48 0.81
6 O 0.12 1.55 0.70
7 S 0.23 -0.95 -1.36
8 S -2.42 -0.93 -0.03
9 H -0.83 3.27 0.55
10 H -0.38 -0.61 1.00
11 H -2.63 -0.79 -1.42

Output
HOMO-LUMO gap (spin up / spin down) = 5.0 / 6.7 eV
relative energy (zero: lowest compared OMol25 entry of this formula, charge and spin) = 36.70 kcal per mole
2S+1 = 3
expectation value of S² = 2.01
HOMO energy (spin up / spin down) = -1.72 / -3.95 eV
DFT total energy = -1138.12981 hartree
total charge = -1



Entry 3:
ORCA calculation (the ωB97M-V functional and the def2-TZVPD basis) on a 10-piece molecular cluster, C11H42N10O10 overall at a distorted geometry.

CARTESIAN COORDINATES (ANGSTROEM)
1 N 14.62 -12.79 13.18
2 C 15.47 -11.82 13.33
3 N 15.01 -10.61 13.31
4 O 16.77 -12.10 13.53
5 H 14.96 -13.73 12.83
6 H 13.66 -12.42 13.13
7 H 15.70 -9.87 13.18
8 H 14.02 -10.30 13.17
9 N 13.01 -14.02 10.23
10 C 13.53 -15.01 9.59
11 N 13.57 -16.04 10.36
12 O 13.95 -14.98 8.29
13 H 12.92 -13.17 9.67
14 H 12.70 -14.01 11.15
15 H 13.97 -16.84 9.80
16 H 14.01 -15.87 11.26
17 N 11.37 -17.50 10.82
18 C 10.37 -17.10 10.15
19 N 9.26 -17.52 10.62
20 O 10.47 -16.22 9.03
21 H 12.22 -16.90 10.58
22 H 11.36 -17.69 11.81
23 H 8.40 -17.24 10.07
24 H 9.21 -18.39 11.20
25 N 8.51 -14.71 14.25
26 C 8.76 -15.81 13.64
27 N 8.45 -15.68 12.36
28 O 9.15 -17.00 14.26
29 H 8.96 -14.68 15.15
30 H 8.20 -13.87 13.72
31 H 8.80 -16.49 11.81
32 H 8.46 -14.83 11.76
33 N 9.57 -19.84 12.05
34 C 8.91 -20.69 11.26
35 N 9.36 -20.77 10.00
36 O 7.72 -21.25 11.64
37 H 9.22 -19.68 13.06
38 H 10.49 -19.46 11.74
39 H 8.93 -21.40 9.30
40 H 10.22 -20.31 9.63
41 C 12.12 -15.52 13.67
42 C 12.61 -16.94 13.97
43 O 11.63 -17.90 13.57
44 H 12.94 -14.82 13.84
45 H 11.30 -15.27 14.31
46 H 11.65 -15.35 12.63
47 H 12.89 -16.96 15.04
48 H 13.57 -17.15 13.49
49 H 10.88 -17.70 14.17
50 C 16.58 -15.71 13.02
51 O 15.58 -15.33 12.07
52 H 16.90 -14.89 13.66
53 H 17.53 -16.02 12.56
54 H 16.22 -16.57 13.54
55 H 15.99 -14.81 11.38
56 C 14.39 -14.34 16.21
57 O 13.80 -13.17 15.71
58 H 15.46 -14.37 15.81
59 H 13.95 -15.19 15.70
60 H 14.37 -14.41 17.26
61 H 14.25 -13.01 14.84
62 C 10.76 -14.89 17.11
63 O 9.50 -14.27 16.86
64 H 10.84 -15.76 16.48
65 H 10.82 -15.29 18.12
66 H 11.56 -14.23 16.89
67 H 9.27 -13.74 17.67
68 C 10.65 -12.55 13.53
69 O 11.83 -12.01 13.07
70 H 10.88 -13.16 14.45
71 H 10.24 -13.22 12.84
72 H 9.86 -11.85 13.83
73 H 11.81 -11.04 13.19

Output
HOMO-LUMO gap = 8.5 eV
relative energy (zero: lowest compared OMol25 entry of this formula, charge and spin) = 222.01 kcal per mole
2S+1 = 1
HOMO energy = -8.88 eV
DFT total energy = -1744.16312 hartree
structure (SMILES) = NC(N)=O.NC(N)=O.NC(N)=O.NC(N)=O.NC(N)=O.CCO.CO.CO.CO.CO



Entry 4:
ORCA calculation (the ωB97M-V functional and the def2-TZVPD basis) on a 2-piece molecular cluster, C5H15NO overall at a distorted geometry.

CARTESIAN COORDINATES (ANGSTROEM)
1 C -0.67 -1.17 1.27
2 C 0.48 -0.97 2.21
3 C -0.20 -1.25 -0.26
4 N -0.30 0.03 -0.90
5 C 0.49 1.25 -0.52
6 C -0.24 2.07 0.54
7 H -1.21 -2.10 1.43
8 H -1.41 -0.36 1.33
9 H 0.16 -0.73 3.22
10 H 1.21 -0.23 1.88
11 H 1.03 -1.91 2.34
12 H -0.85 -1.97 -0.76
13 H 0.84 -1.57 -0.26
14 H -1.29 0.31 -0.90
15 H 1.46 0.85 -0.23
16 H 0.64 1.82 -1.43
17 H 0.29 3.00 0.71
18 H -1.25 2.29 0.17
19 H -0.31 1.48 1.44
20 H 0.00 -0.30 -3.07
21 H 0.84 0.08 -4.29
22 O 0.32 -0.63 -3.91

Output
HOMO-LUMO gap (spin up / spin down) = 12.0 / 6.9 eV
relative energy (zero: lowest compared OMol25 entry of this formula, charge and spin) = 17.94 kcal per mole
2S+1 = 2
expectation value of S² = 0.75
HOMO energy (spin up / spin down) = -15.01 / -14.99 eV
DFT total energy = -329.16767 hartree
total charge = +1



Entry 5:
ORCA calculation (the ωB97M-V functional and the def2-TZVPD basis) on CH2EuO4 as an isolated structure at a distorted geometry.

CARTESIAN COORDINATES (ANGSTROEM)
1 O -0.46 1.54 -0.91
2 C -1.54 0.81 -0.74
3 O -1.74 0.59 0.54
4 O -1.99 0.05 -1.62
5 Eu 0.53 1.03 1.06
6 H 1.17 -1.70 0.02
7 O 1.59 -1.01 0.65
8 H 2.44 -1.30 1.00

Output
HOMO-LUMO gap (spin up / spin down) = 3.2 / 8.0 eV
2S+1 = 8
expectation value of S² = 15.99
HOMO energy (spin up / spin down) = -5.92 / -9.07 eV
DFT total energy = -1050.51120 hartree



Entry 6:
ORCA calculation (the ωB97M-V functional and the def2-TZVPD basis) on an isolated molecule of C4H7NO.

CARTESIAN COORDINATES (ANGSTROEM)
1 C -1.01 1.35 -0.29
2 N 0.22 1.57 -0.45
3 C 1.18 0.54 -0.10
4 C 0.59 -0.78 0.44
5 C -0.84 -0.97 -0.03
6 O -1.62 0.22 0.13
7 H -1.75 2.13 -0.48
8 H 1.85 0.98 0.65
9 H 1.81 0.36 -0.99
10 H 0.62 -0.78 1.54
11 H 1.19 -1.63 0.10
12 H -0.88 -1.25 -1.08
13 H -1.36 -1.73 0.56

Output
HOMO-LUMO gap = 10.6 eV
relative energy (zero: lowest compared OMol25 entry of this formula, charge and spin) = 27.47 kcal per mole
2S+1 = 1
HOMO energy = -9.65 eV
DFT total energy = -286.58787 hartree
structure (SMILES) = C1=NCCCO1



Entry 7:
ORCA calculation (the ωB97M-V functional and the def2-TZVPD basis) on C19H41AsBF4IrN3O3Si3 as an isolated structure at a distorted geometry.

CARTESIAN COORDINATES (ANGSTROEM)
1 Ir -11.82 -0.43 11.88
2 C -12.04 -0.62 15.18
3 O -12.31 0.35 14.09
4 C -13.53 1.09 14.21
5 C -13.77 1.77 12.93
6 O -13.75 0.69 11.92
7 C -14.29 1.00 10.60
8 C -14.47 -0.27 9.82
9 O -13.30 -1.06 10.00
10 C -13.59 -2.41 9.64
11 H -11.80 -0.01 16.06
12 H -11.15 -1.17 14.94
13 H -12.90 -1.32 15.27
14 H -13.38 1.78 14.97
15 H -14.32 0.37 14.41
16 H -12.94 2.51 12.63
17 H -14.77 2.19 12.86
18 H -13.55 1.59 10.04
19 H -15.18 1.57 10.72
20 H -14.62 -0.02 8.76
21 H -15.32 -0.86 10.19
22 H -13.96 -2.41 8.63
23 H -14.38 -2.81 10.33
24 H -12.69 -3.04 9.73
25 N -14.21 -3.97 12.61
26 C -14.99 -4.77 13.02
27 C -15.81 -5.68 13.73
28 C -16.64 -6.56 13.06
29 N -17.50 -7.23 12.76
30 C -15.57 -5.80 15.14
31 N -15.22 -6.01 16.19
32 C -8.13 -0.21 9.15
33 Si -8.97 -1.94 9.32
34 C -7.98 -3.60 9.31
35 C -10.39 -2.18 8.14
36 As -9.78 -1.85 11.72
37 Si -10.01 -4.10 12.49
38 C -8.25 -4.82 12.75
39 C -10.95 -5.25 11.21
40 C -10.96 -4.25 14.10
41 Si -7.88 -1.10 13.14
42 C -6.27 -1.74 12.29
43 C -7.99 0.87 13.08
44 C -8.12 -1.71 14.89
45 H -8.25 0.12 8.14
46 H -7.11 -0.13 9.35
47 H -8.63 0.56 9.76
48 H -7.40 -3.75 8.37
49 H -8.67 -4.49 9.29
50 H -7.29 -3.76 10.14
51 H -10.02 -2.25 7.13
52 H -11.15 -1.39 8.10
53 H -10.82 -3.15 8.39
54 H -7.84 -5.04 11.77
55 H -8.42 -5.75 13.37
56 H -7.56 -4.16 13.27
57 H -10.55 -5.17 10.24
58 H -11.98 -4.95 11.23
59 H -10.82 -6.27 11.52
60 H -10.37 -3.94 14.98
61 H -11.35 -5.22 14.33
62 H -11.90 -3.62 14.09
63 H -6.07 -1.38 11.31
64 H -6.26 -2.82 12.41
65 H -5.42 -1.54 12.99
66 H -7.80 1.22 12.09
67 H -7.17 1.21 13.72
68 H -8.89 1.25 13.46
69 H -8.15 -2.80 14.88
70 H -9.10 -1.32 15.19
71 H -7.47 -1.35 15.68
72 F -11.75 3.02 10.45
73 B -10.83 2.03 10.71
74 F -9.51 2.25 10.23
75 F -11.35 0.84 10.06
76 F -10.77 1.65 12.13

Output
HOMO-LUMO gap (spin up / spin down) = 8.9 / 5.5 eV
relative energy (zero: lowest compared OMol25 entry of this formula, charge and spin) = 24.37 kcal per mole
2S+1 = 5
expectation value of S² = 6.04
HOMO energy (spin up / spin down) = -11.25 / -11.66 eV
DFT total energy = -4771.29977 hartree
total charge = +1



Entry 8:
ORCA calculation (the ωB97M-V functional and the def2-TZVPD basis) on C21H36Cl2N5O10P2Rb as an isolated structure at a distorted geometry.

CARTESIAN COORDINATES (ANGSTROEM)
1 Rb 6.74 0.42 19.61
2 O 8.78 -0.27 17.29
3 C 10.01 -0.42 17.98
4 C 10.29 -1.82 18.58
5 N 9.28 -2.17 19.68
6 C 9.95 -2.03 20.96
7 C 10.46 -0.52 21.30
8 O 11.65 -0.31 21.13
9 O 9.50 0.25 21.57
10 C 8.58 -3.39 19.55
11 C 7.71 -3.57 18.19
12 O 7.38 -4.76 18.00
13 O 7.34 -2.49 17.71
14 H 8.26 -1.11 17.32
15 H 10.06 0.30 18.80
16 H 10.85 -0.21 17.19
17 H 11.34 -1.70 18.94
18 H 10.23 -2.54 17.78
19 H 10.96 -2.55 21.08
20 H 9.29 -2.43 21.72
21 H 7.85 -3.32 20.34
22 H 9.14 -4.31 19.72
23 Cl -1.17 -0.39 17.45
24 C 0.46 -0.25 17.63
25 C 1.15 0.36 16.57
26 C 2.50 0.68 16.73
27 Cl 3.40 1.63 15.59
28 C 3.31 0.04 17.81
29 O 4.53 0.32 17.88
30 C 2.59 -0.73 18.72
31 C 3.35 -1.18 19.90
32 O 4.56 -1.31 20.01
33 C 1.16 -0.85 18.65
34 H 0.54 0.73 15.79
35 H 2.73 -1.35 20.83
36 H 0.60 -1.31 19.48
37 C 7.76 1.41 24.08
38 N 7.44 2.68 23.40
39 C 8.62 3.29 22.84
40 P 5.95 2.79 22.69
41 O 5.41 1.61 22.01
42 O 6.05 4.15 21.78
43 P 6.23 4.42 20.15
44 O 6.86 3.34 19.36
45 N 7.20 5.78 20.16
46 C 7.15 6.84 21.12
47 C 8.06 5.92 19.02
48 N 4.71 4.84 19.68
49 C 3.47 4.43 20.35
50 C 4.37 5.09 18.28
51 N 4.91 3.33 23.88
52 C 5.20 4.53 24.73
53 C 3.54 2.76 23.89
54 H 7.96 1.65 25.15
55 H 8.48 0.86 23.49
56 H 6.82 0.85 24.11
57 H 9.39 3.35 23.70
58 H 8.42 4.32 22.55
59 H 9.22 2.86 22.05
60 H 6.64 7.68 20.65
61 H 8.26 7.12 21.35
62 H 6.71 6.50 22.05
63 H 8.20 4.92 18.54
64 H 9.06 6.30 19.36
65 H 7.66 6.60 18.24
66 H 3.53 4.61 21.42
67 H 3.21 3.36 20.08
68 H 2.73 5.06 19.91
69 H 3.65 4.38 17.85
70 H 5.18 5.17 17.60
71 H 3.94 6.18 18.23
72 H 4.39 4.52 25.46
73 H 5.19 5.50 24.22
74 H 6.20 4.46 25.19
75 H 3.37 1.94 23.18
76 H 2.83 3.49 23.53
77 H 3.36 2.42 24.93

Output
HOMO-LUMO gap = 5.4 eV
relative energy (zero: lowest compared OMol25 entry of this formula, charge and spin) = 0.00 kcal per mole
2S+1 = 1
HOMO energy = -1.98 eV
DFT total energy = -3475.39185 hartree
total charge = -2



> Look up the DFT total energy of the third one.

-1744.16312 hartree



> What is the DFT total energy in the eighth record?

-3475.39185 hartree



> Which formula does entry 1 have?

C35H32CrGeN3



> Look up the DFT total energy of the fourth one.

-329.16767 hartree